Entry 1:
C4H11NO in the gas phase. Source: OMol25; level of theory: ωB97M-V with the def2-TZVPD basis set.

Properties
- LUMO energy (eV) = 0.960
- HOMO level (eV) = -9.4
- frontier orbital gap (eV) = 10.37

Cartesian coordinates (Å):
1 C -0.83128 -0.12074 -0.23349
2 C 0.28307 0.82221 0.19132
3 H -1.52167 -0.76879 1.46546
4 H 0.42992 1.56691 -0.60785
5 H 2.30368 0.78922 1.02136
6 H 1.39598 -0.68147 1.18556
7 C -2.12006 0.67194 -0.50870
8 H -1.89672 1.42199 -1.26376
9 H 2.29148 0.18787 -1.43291
10 H 1.71152 -1.22708 -0.99574
11 H -2.44279 1.19412 0.39999
12 N 2.29050 -0.46558 -0.65200
13 H -0.06245 1.46421 1.00974
14 H -0.61434 -0.59554 -1.19100
15 O -1.03578 -1.14406 0.72283
16 C 1.60594 0.14028 0.49416
17 H -2.96658 0.05755 -0.80345


Entry 2:
A molecular structure, C20H31I2InLuNO3S2. Source: OMol25; level of theory: ωB97M-V with the def2-TZVPD basis set.

Properties
- net charge = +4
- LUMO energy (alpha / beta) (eV) = -15.473 / -15.765
- HOMO level (alpha / beta) (eV) = -20.0 / -20.0
- frontier orbital gap (alpha / beta) (eV) = 4.55 / 4.27

Cartesian coordinates (Å):
1 H -1.26844 3.70431 -5.76535
2 H -1.55563 1.39289 -3.75161
3 H -3.17626 -2.66758 1.94995
4 H -1.60209 0.36465 3.51256
5 H -3.20720 0.99435 3.98901
6 C -0.48174 3.51555 -5.02274
7 C -1.20070 -2.25993 2.71521
8 H -2.60376 4.98749 -4.08683
9 C 0.05039 -1.91998 2.18240
10 H -0.02307 2.53563 -5.21320
11 H 5.87126 -0.52657 -0.98268
12 C -2.65129 0.44315 3.22655
13 C -1.25126 -3.00730 3.90416
14 O -0.77974 -0.97526 -4.00355
15 H 2.04665 -2.99919 4.71257
16 H -5.17783 -0.27982 3.65437
17 H -2.43386 -1.25426 1.17625
18 H 4.91679 0.80384 1.58312
19 H -2.20839 -3.34206 4.28889
20 C 4.67941 -0.26007 1.47054
21 H -2.33748 4.80578 -2.33173
22 S 0.38295 3.40894 -2.54106
23 C -4.70520 -0.83781 2.84181
24 H 3.06452 -2.36896 0.69060
25 H -0.11590 -3.97513 5.45320
26 C -2.50814 -1.81377 2.11906
27 C -1.17384 -0.79127 -1.63973
28 N -3.24678 -0.91191 3.11325
29 In 0.41251 -1.58207 0.05274
30 C 0.92451 -1.85521 -2.49846
31 C 4.92215 0.03644 -0.99725
32 C -0.07987 -3.33763 4.57537
33 C -1.10177 3.53106 -3.62725
34 C 1.18075 -2.02347 2.98682
35 H -5.10104 -1.85554 2.80044
36 C -0.40769 -1.25689 -2.84322
37 C 3.70882 -1.97696 -0.11327
38 H 3.20933 -2.13116 -1.08075
39 H -2.88316 2.49752 -4.17658
40 H -2.42879 2.25589 -2.45723
41 H -4.85778 -0.33004 1.88693
42 H 2.09961 -1.50235 2.69734
43 H 4.64529 -2.56176 -0.10530
44 C 4.00704 -0.48782 0.10869
45 H -1.14754 5.69420 -3.31987
46 C -2.04350 2.34237 -3.47992
47 H 5.61603 -0.83702 1.53299
48 O 1.57450 -2.78527 -2.88085
49 H 4.03820 -0.56099 2.30813
50 I 2.88711 1.53730 -3.96358
51 C -1.83616 4.83837 -3.31099
52 H 0.30686 4.27267 -5.10722
53 S 2.37513 0.43626 0.10012
54 I -0.72402 2.89959 -0.42832
55 Lu 0.90172 0.71131 -2.05577
56 H -3.14450 -1.35348 4.03878
57 C 1.13578 -2.80917 4.15242
58 O -2.34149 -0.55363 -1.47894
59 H -2.74970 0.95354 2.26482
60 H 4.46285 -0.06703 -1.98567
61 H 5.13547 1.09525 -0.84013


Entry 3:
2 unconnected molecules or ions with the total composition C6H11Cl. Source: OMol25; level of theory: ωB97M-V with the def2-TZVPD basis set.

Properties
- LUMO energy (alpha / beta) (eV) = 0.872 / -0.006
- HOMO level (alpha / beta) (eV) = -6.8 / -9.7
- <S²> = 2.0137
- frontier orbital gap (alpha / beta) (eV) = 7.69 / 9.65
- 2S+1 = 3

Cartesian coordinates (Å):
1 C 1.28146 1.13055 1.39235
2 C -1.73457 -1.21640 0.03151
3 H 3.20677 -0.97918 0.53056
4 Cl -0.33991 -0.67401 -2.29624
5 H -2.51651 -2.00605 -0.36014
6 C -1.58822 1.27559 -0.67752
7 C -1.15383 -0.16889 -0.84658
8 H -0.82002 1.85850 -1.22749
9 C 1.39642 0.05925 0.69247
10 H -0.85082 -1.84236 0.28615
11 H 0.33330 1.64569 1.64109
12 H -2.07990 -0.76145 1.01146
13 H 2.59786 -0.17565 -0.85300
14 H -2.51321 1.28124 -1.27342
15 H 2.02743 -1.71415 -0.29699
16 H 2.20801 1.57714 1.80262
17 C 2.29024 -0.79891 -0.03052
18 H -1.74449 1.50909 0.47369


Going through the records in order, we get energy relative to the best compared isomer or geometry (same formula, charge and spin) values of 73.4, 287.4, 0.0 kJ/mol.
Going through the records in order, we get max |F| values of 1.1, 6.3, 4.7 eV/A.